No. 1
The following is a DFT calculation (the ωB97M-V functional and the def2-TZVPD basis) of C26H32N4O3 in the gas phase in a non-equilibrium geometry.

CARTESIAN COORDINATES (ANGSTROEM)
H (-5.592, -2.395, 1.644)
C (3.354, -0.722, -0.984)
H (-0.220, 3.156, 1.504)
H (1.064, 1.751, -1.066)
H (-5.236, -0.701, 1.241)
O (4.176, 2.671, 2.149)
N (-4.160, -1.216, -1.051)
H (5.471, -0.437, -1.087)
N (-1.983, 1.290, 1.214)
H (-1.725, -2.214, -0.750)
H (-3.815, -1.797, 3.116)
C (0.601, 2.494, 1.729)
H (5.286, 1.349, 3.304)
H (-4.351, -2.444, -2.663)
C (4.502, 0.043, -1.086)
C (2.031, 1.268, -1.084)
H (2.062, 3.878, -1.224)
H (1.186, -0.773, 2.367)
C (-3.566, -1.819, 2.050)
C (-0.195, -2.752, -2.169)
C (-0.130, -0.540, -3.061)
H (3.681, 4.011, -0.524)
C (0.861, -0.956, -0.884)
C (4.414, 1.419, -1.188)
C (5.299, 1.840, 2.326)
H (-0.070, -0.930, -4.083)
C (-3.856, -1.496, -2.436)
C (2.106, -0.114, -0.978)
C (0.345, 1.132, 1.903)
C (-1.608, -0.299, -2.710)
C (-0.993, 0.614, 1.740)
H (-3.984, -0.287, -0.703)
H (-2.166, -3.572, -1.788)
H (-3.052, -2.763, 1.858)
O (-3.055, 0.442, 1.250)
H (6.164, 2.499, 2.268)
H (5.312, 2.016, -1.267)
C (3.175, 2.047, -1.190)
H (-4.286, -0.707, -3.061)
H (2.101, 4.021, 1.719)
H (1.050, -1.796, -0.211)
N (-1.367, -0.654, 2.111)
H (-1.683, 0.158, -1.720)
C (3.091, 3.539, -1.308)
C (1.395, 0.274, 2.213)
C (-4.849, -1.720, 1.218)
H (3.489, 3.865, -2.268)
N (0.528, -1.497, -2.195)
H (0.430, 0.396, -3.025)
C (1.883, 2.972, 1.844)
H (0.049, -0.354, -0.452)
H (-2.042, 0.395, -3.432)
H (0.316, -3.436, -1.488)
C (2.947, 2.102, 2.106)
C (-1.668, -2.602, -1.770)
O (-4.788, -3.326, -0.563)
C (-4.601, -2.178, -0.216)
H (3.485, 0.057, 2.525)
H (-2.275, -2.045, -3.748)
H (3.421, -1.797, -0.910)
C (2.687, 0.748, 2.306)
H (5.360, 1.086, 1.535)
C (-2.622, -0.704, 1.802)
H (-0.140, -3.176, -3.178)
C (-2.355, -1.634, -2.734)

Computed properties:
**Gap between HOMO and LUMO**: 8.8 eV
**Molar mass**: 448.567 g mol⁻¹
**SMILES**: COc1ccc(-c2noc(CCC(=O)NCC3CCN(Cc4cccc(C)c4)CC3)n2)cc1

No. 2
The following is a DFT calculation (the ωB97M-V functional and the def2-TZVPD basis) of a molecular structure, C26H17BrN6O6STb in a non-equilibrium geometry.

CARTESIAN COORDINATES (ANGSTROEM)
C (-2.954, 2.996, 1.425)
H (-5.620, 4.236, -1.091)
H (-0.435, -5.992, 0.241)
H (-3.915, -4.429, -2.982)
C (-2.220, -5.153, -0.526)
O (1.066, -3.301, 2.653)
H (3.840, 6.513, -0.547)
C (2.695, 3.501, 0.521)
C (4.642, 5.406, 1.105)
C (1.036, -2.474, 1.744)
N (-3.372, -4.405, -2.137)
C (1.814, -2.807, 0.454)
C (-2.915, -3.290, -1.512)
O (0.371, -1.405, 1.678)
C (-4.548, 4.663, 0.703)
C (-2.463, 1.015, -0.030)
N (-2.928, -5.541, -1.543)
N (-1.505, -2.956, 0.420)
H (5.227, 4.095, 2.705)
O (1.372, -2.054, -4.135)
C (2.933, -3.624, 0.381)
H (-1.854, -7.051, 0.316)
H (3.326, -4.061, 1.285)
C (1.013, -1.830, -2.989)
C (5.668, 6.336, 1.347)
C (4.538, 4.251, 1.887)
H (3.318, -3.436, -2.978)
H (-0.991, -3.507, 1.107)
C (2.926, -3.287, -1.985)
C (2.787, 4.677, -0.237)
Br (-3.122, 5.321, 3.062)
O (0.036, -1.133, -2.593)
H (-2.208, 2.640, 2.119)
C (-4.226, 2.680, -0.604)
N (-2.185, -3.788, -0.456)
C (1.772, 2.480, 0.194)
C (1.035, 1.551, -0.099)
C (3.505, -3.853, -0.861)
S (-3.205, -1.698, -1.798)
Tb (-0.366, -0.401, -0.436)
H (2.106, 4.831, -1.061)
C (3.576, 3.314, 1.596)
C (-4.874, 3.882, -0.393)
H (-5.025, 5.618, 0.861)
O (-2.244, 0.115, 0.818)
C (-3.589, 4.212, 1.592)
N (1.263, -2.266, -0.630)
C (3.750, 5.616, 0.049)
H (4.395, -4.461, -0.951)
H (-4.431, 2.077, -1.476)
H (3.496, 2.411, 2.184)
H (-1.695, -5.703, 1.454)
C (1.794, -2.497, -1.828)
O (-1.996, 0.999, -1.188)
H (-2.155, -2.320, 0.903)
N (6.524, 7.082, 1.524)
C (-1.509, -6.028, 0.431)
C (-3.276, 2.235, 0.309)

Computed properties:
**2S+1**: 7
**Gap between HOMO and LUMO (alpha / beta)**: 8.3 / 8.3 eV
**Molar mass**: 780.354 g mol⁻¹
**Net charge**: -1

No. 3
The following is a DFT calculation (the ωB97M-V functional and the def2-TZVPD basis) of 16 unconnected molecules or ions with the total composition C84H192N20O16 in a non-equilibrium geometry.

CARTESIAN COORDINATES (ANGSTROEM)
H (-2.100, 0.190, 6.102)
H (-2.326, 1.517, 3.581)
H (-6.645, -0.149, 0.722)
H (-2.503, -1.073, -5.335)
C (3.170, -0.362, 6.299)
H (-3.307, 4.386, 6.769)
C (4.222, 3.416, -2.178)
C (-1.344, 0.691, -5.952)
N (-5.761, -0.181, 0.312)
H (-1.670, -2.639, -7.109)
H (-5.799, 0.505, 2.807)
H (3.198, -6.062, -2.310)
H (-2.624, -5.065, -1.310)
H (2.277, -5.599, -0.742)
H (-2.128, 3.121, 1.302)
H (1.454, -1.492, 4.333)
H (-6.610, 3.419, 3.389)
H (2.709, 5.325, 1.516)
H (-3.575, 2.824, -3.833)
H (3.937, -1.101, -3.915)
H (-5.658, -5.024, 5.931)
H (6.523, -1.927, -4.997)
O (-2.409, -6.144, 4.516)
C (7.026, 0.575, 0.107)
H (4.863, -7.093, -0.916)
H (-2.549, -2.721, 6.400)
C (-5.123, 3.491, 5.695)
H (2.943, -2.316, -5.952)
C (-1.056, -0.087, 6.283)
C (1.220, 0.245, -2.248)
H (-2.292, -1.616, -0.259)
H (6.956, 2.157, -7.067)
C (-2.447, -3.659, 5.930)
H (0.643, 6.330, -0.415)
H (-1.776, 4.760, -4.628)
H (5.393, 3.931, 2.082)
O (-1.675, -6.659, -1.790)
H (0.641, -3.049, 1.063)
H (-2.025, 1.369, -5.419)
H (-5.653, -0.117, 4.431)
H (3.382, -1.657, -7.583)
N (-1.408, -3.535, 2.529)
C (1.841, 0.075, 5.734)
H (-3.579, 3.334, 2.772)
H (7.862, 2.981, 0.982)
H (0.740, -0.657, 1.779)
H (5.798, 4.289, -2.954)
H (6.455, 2.004, 4.165)
H (-3.567, -2.157, 4.258)
H (-6.938, -2.398, 0.433)
H (0.496, 5.907, -5.288)
H (2.592, -0.652, -6.413)
H (-1.030, 3.296, -4.759)
H (-1.447, -0.397, -10.030)
H (7.619, 2.985, 3.082)
H (-0.487, 0.547, -5.313)
C (1.023, 5.184, -4.653)
H (-1.690, 2.541, 5.998)
C (1.029, -1.236, -2.515)
H (-3.496, -6.941, -1.756)
H (3.706, -0.908, 5.518)
N (-4.405, 2.909, -3.226)
N (3.771, 2.757, -1.071)
H (3.601, -8.190, 0.816)
H (9.103, 1.161, 0.572)
H (2.903, 1.046, -4.760)
N (-0.046, 5.678, 1.186)
O (-4.333, -1.380, -0.995)
H (3.671, -5.984, 1.654)
C (-0.294, -3.320, -1.958)
H (-1.006, -1.645, 4.841)
H (4.269, 2.937, 3.196)
H (-4.848, 5.010, 7.241)
H (-4.760, 0.783, 6.047)
H (2.856, 1.062, -7.144)
N (-0.425, -6.077, 0.009)
H (-3.187, 5.616, 2.365)
C (4.868, 2.955, 2.270)
C (3.962, 0.964, -4.539)
H (8.940, -0.474, 0.081)
H (1.062, -1.901, 6.108)
N (-0.346, -1.471, -0.466)
H (-1.838, 3.661, -3.144)
C (-1.186, -1.701, -6.879)
C (5.838, -0.711, 1.909)
H (7.709, 1.200, 3.394)
C (-1.224, 4.041, -4.043)
O (3.158, -7.808, 0.057)
O (-5.844, -4.771, -1.548)
O (0.343, 0.632, -9.244)
C (4.771, -1.105, -5.890)
C (6.988, 2.061, 3.195)
C (-0.216, -4.164, 2.534)
H (-1.758, 1.485, 0.268)
H (-3.929, 0.633, -4.061)
H (5.700, 2.957, -8.037)
H (2.385, 2.005, 5.084)
C (-3.211, 0.847, 3.732)
H (1.907, 0.184, -0.190)
H (-1.684, 5.811, -0.936)
N (1.196, 0.663, 6.913)
C (-1.486, 4.953, 3.546)
C (0.062, 4.596, -3.576)
H (-4.274, -6.165, 1.069)
O (0.619, 3.516, -2.881)
H (8.527, -0.138, 1.670)
C (3.329, -1.525, -6.528)
H (-1.736, 1.385, 8.330)
C (6.082, -0.601, 0.409)
H (1.116, 3.236, 0.958)
C (-2.038, 6.216, -0.014)
N (-4.275, 2.357, 5.221)
H (-3.305, 0.259, 2.825)
C (1.036, -1.153, 5.303)
C (-5.020, -4.163, 2.603)
C (-1.527, 5.321, 1.068)
H (-2.363, -1.695, -2.667)
C (-0.422, -0.772, 5.099)
C (-2.077, -0.615, -6.195)
H (0.442, 0.825, -2.790)
H (1.613, 3.516, -2.971)
H (-1.517, -5.941, 4.106)
H (-2.078, -1.983, -9.513)
H (6.587, -1.014, -8.141)
H (-0.279, -1.936, -6.265)
H (3.973, 1.374, -3.555)
H (0.011, -8.372, -2.210)
H (-6.703, 1.221, 4.075)
N (0.194, -7.891, -1.372)
O (-4.175, 1.470, 6.300)
C (-6.449, 3.098, 6.218)
H (-2.037, -4.303, 6.708)
H (-5.422, 0.751, -0.061)
C (7.048, 0.778, -1.374)
C (4.795, 1.818, -5.540)
C (-0.049, 5.360, 3.528)
H (-0.363, 2.169, 4.843)
H (-6.381, -3.501, 4.174)
C (2.101, 5.626, 2.383)
H (3.900, -4.824, -1.287)
H (-3.006, 1.357, -7.861)
C (-4.294, 1.821, -2.414)
H (-1.044, -5.387, 0.426)
H (0.226, -6.420, 0.674)
C (-5.243, -6.533, 3.685)
H (-0.120, 3.210, 6.259)
N (0.805, -3.651, 1.828)
C (-0.595, 2.319, 5.899)
H (-4.673, -4.225, 7.206)
C (-4.300, -5.488, 3.128)
C (-5.186, 4.509, 4.557)
C (-1.389, -1.209, -2.827)
H (-6.400, 2.104, 6.607)
C (-0.272, -0.046, -0.096)
H (7.776, 1.550, -1.554)
C (-0.677, -1.130, -8.188)
H (-2.970, 0.152, 4.540)
H (-4.732, 2.375, 1.876)
H (-2.661, 3.866, -0.157)
H (-1.143, -1.624, -3.838)
H (-2.986, -0.474, -6.861)
H (5.105, -0.411, 0.053)
H (-4.287, 3.372, 7.724)
H (-1.545, -0.133, -2.820)
H (0.059, 6.486, 3.654)
N (-4.416, -6.579, -1.808)
H (-2.351, 2.878, -8.042)
C (-4.668, -5.325, -1.499)
H (0.829, 2.044, -6.312)
C (4.971, 1.263, -6.967)
H (5.339, -6.699, 1.473)
C (-4.570, 2.840, 2.859)
C (-4.365, 4.073, 6.892)
H (-1.225, 1.540, -1.369)
H (0.486, 4.886, 4.361)
H (-2.791, -5.424, 1.556)
H (2.996, -0.938, 7.194)
H (0.978, 1.532, -0.497)
H (0.936, -1.731, -9.699)
H (4.310, 2.323, -0.349)
H (2.099, 0.646, -2.638)
H (6.347, 1.490, -8.651)
H (7.564, -0.054, -1.947)
H (-1.909, 6.838, 2.532)
H (-1.008, -0.814, 7.130)
H (-3.112, 6.020, -0.017)
C (3.320, -5.758, -1.229)
H (-1.801, 7.260, 0.122)
C (-1.807, 3.894, 0.580)
N (-3.797, 0.688, -3.072)
C (5.908, 1.856, 2.119)
C (4.560, -6.093, 0.966)
C (6.053, 2.010, -7.688)
H (-4.769, -7.459, 4.099)
C (4.054, -6.746, -0.324)
H (0.547, -3.673, -1.351)
C (-0.270, 1.084, 6.763)
H (1.666, -4.147, 1.930)
H (-1.670, 3.885, 3.573)
O (0.570, 5.433, -0.088)
H (-2.434, 0.409, -0.782)
O (1.883, 1.791, 7.331)
H (-6.033, -6.838, 2.975)
H (-3.507, -3.576, -1.069)
N (-6.067, -2.455, -0.052)
H (1.824, 5.824, -4.226)
H (-4.167, -5.727, 6.645)
H (-0.127, -3.697, -2.987)
H (-0.166, 3.032, 2.232)
H (4.896, 0.467, 3.458)
C (8.431, 0.265, 0.663)
H (2.618, 5.398, 3.295)
H (2.767, 2.610, -0.991)
H (5.455, -0.350, -4.077)
H (-4.494, 3.775, -2.751)
O (-0.137, -5.179, 3.258)
C (-1.470, 0.840, -0.564)
H (0.136, 0.924, 1.793)
O (5.642, -0.783, -8.038)
H (1.849, -1.790, -2.031)
C (4.507, -0.425, -4.583)
H (-5.875, 5.364, 4.854)
H (-5.696, 4.672, 2.419)
H (-5.229, -7.088, -1.692)
O (-4.664, 1.805, -1.265)
H (-1.909, 1.709, -9.197)
H (-0.288, 0.686, 8.927)
H (-4.049, -0.130, -2.498)
H (3.677, 0.435, -8.460)
H (-0.162, 5.410, -2.886)
H (6.402, -1.590, -0.023)
H (-4.851, -2.222, 5.384)
C (-5.324, -1.319, -0.260)
O (7.103, 2.959, 0.402)
H (0.564, 2.767, -7.863)
H (-5.841, -2.268, 3.077)
C (-4.502, 1.701, 3.935)
H (-1.638, -3.476, 5.238)
H (-4.170, 4.951, 4.413)
H (4.403, 2.839, -5.647)
H (6.081, -2.684, -6.561)
C (-0.302, -1.773, -1.943)
N (-0.025, 0.201, -7.908)
C (-4.372, -2.836, 4.643)
H (1.245, 1.076, 3.979)
H (3.714, 0.446, 6.732)
H (3.629, 2.269, -8.329)
H (6.038, 1.069, -1.688)
H (5.077, -5.139, 0.911)
C (0.832, 3.458, 2.020)
H (-1.933, 5.260, 4.480)
H (5.805, 2.007, -5.112)
H (1.197, -2.194, -7.959)
C (2.119, 1.040, 4.615)
N (-3.247, -5.041, 4.087)
N (-3.530, -4.577, -1.167)
C (0.709, 5.021, 2.246)
C (-5.730, 0.800, 3.825)
H (-1.554, -2.671, 1.999)
H (1.598, 3.059, 2.720)
C (-3.753, -4.145, 5.233)
H (-5.741, -6.200, 4.547)
H (-5.904, -3.273, -0.629)
H (6.774, -0.948, 2.417)
O (-1.502, -2.010, 0.129)
H (0.117, -3.047, -8.933)
C (5.151, 0.579, 2.401)
H (-3.263, -7.154, 2.091)
H (-0.445, 3.223, -6.489)
C (-2.096, 5.772, 2.365)
C (-5.592, 3.898, 3.251)
C (-0.693, 1.367, 8.231)
N (5.508, 3.821, -2.161)
H (-1.001, -0.458, 1.959)
H (1.176, -7.828, -1.091)
O (3.432, 3.690, -3.092)
H (-4.337, -3.606, 1.927)
H (5.194, -3.023, -5.129)
C (3.698, 1.295, -7.791)
C (-4.619, -4.828, 6.295)
H (-2.067, -3.916, 3.194)
H (-7.226, 3.282, 5.535)
H (1.989, 6.704, 2.288)
H (-0.554, -0.186, 4.153)
H (4.204, 0.688, 1.889)
H (-0.969, 3.512, -0.006)
C (0.461, -2.022, -8.726)
N (6.352, 1.780, 0.675)
H (-1.237, -3.690, -1.614)
H (1.296, 0.646, -9.103)
N (5.546, -0.151, -6.701)
C (0.065, 2.429, -6.985)
H (5.204, -1.600, 2.193)
H (-6.663, 3.611, 7.146)
C (-3.580, -6.055, 1.908)
H (4.105, 2.893, 1.523)
C (0.994, 0.473, -0.744)
H (3.042, 0.725, 4.036)
H (-2.698, -0.589, -8.752)
H (-0.448, 2.392, 8.486)
C (5.721, -2.267, -5.643)
C (-0.706, -6.834, -1.054)
H (5.984, 3.707, -1.275)
H (-5.924, -4.446, 2.034)
C (-2.091, 1.835, -8.115)
H (1.037, -1.548, -3.526)
C (-1.830, -1.003, -9.198)
H (1.457, 4.422, -5.262)
C (-0.127, -0.087, 1.440)
C (-5.463, -3.167, 3.600)
C (-0.914, 1.304, -7.286)
H (1.834, 1.764, 8.301)

Computed properties:
**Gap between HOMO and LUMO**: 8.5 eV
**Molar mass**: 1738.584 g mol⁻¹

> What is the molar mass in the first record?

448.567 g mol⁻¹